Record 1
{
  "formula": "C2H4OSSi",
  "method": "the ωB97M-V functional and the def2-TZVPD basis",
  "spin_multiplicity": 1,
  "lumo_ev": 0.56,
  "de_lowest_kcal_mol": 23.4,
  "gap_ev": 8.907,
  "homo_energy_ev": -8.347,
  "symbols": ["C", "C", "O", "Si", "S", "H", "H", "H", "H"],
  "xyz": [[0.209, 0.687, 0.075], [1.251, 1.080, -0.595], [0.561, -1.122, -1.642], [-0.302, -1.148, -0.250], [1.927, -0.129, -1.606], [-0.177, 1.296, 0.767], [1.541, 2.118, -0.746], [0.107, -2.090, 0.764], [-1.694, -1.068, -1.005]],
  "lowdin_charge": [-0.274, -0.526, -0.701, 0.560, 0.886, 0.004, 0.083, -0.044, 0.012]
}

=====

Record 2
{
  "formula": "C51H43AsN3O7P2S2SiW",
  "method": "the ωB97M-V functional and the def2-TZVPD basis",
  "spin_multiplicity": 3,
  "lumo_ev": [2.15, 1.55],
  "de_lowest_kcal_mol": 0.0,
  "gap_ev": [6.896, 6.434],
  "homo_energy_ev": [-4.743, -4.881],
  "total_charge": -1,
  "symbols": ["W", "C", "Si", "C", "C", "C", "C", "C", "C", "P", "C", "C", "C", "C", "C", "C", "C", "C", "C", "C", "C", "C", "C", "C", "C", "C", "C", "C", "P", "C", "C", "C", "C", "C", "C", "C", "C", "C", "C", "C", "C", "H", "H", "H", "H", "H", "H", "H", "H", "H", "H", "H", "H", "H", "H", "H", "H", "H", "H", "H", "H", "H", "H", "H", "H", "H", "H", "H", "H", "H", "H", "H", "N", "C", "S", "N", "N", "C", "C", "C", "C", "C", "C", "C", "O", "H", "H", "H", "H", "H", "H", "H", "O", "As", "O", "O", "C", "C", "C", "C", "C", "C", "S", "O", "O", "O", "H", "H", "H", "H", "H"],
  "xyz": [[0.324, -0.223, 0.678], [-1.121, 2.716, -1.585], [-1.266, 0.856, -1.178], [-1.640, 0.404, -3.024], [-2.953, 0.689, -3.440], [-3.323, 0.702, -4.770], [-2.373, 0.444, -5.756], [-1.083, 0.144, -5.372], [-0.711, 0.108, -4.020], [1.006, -0.333, -3.542], [1.964, 0.524, -4.855], [1.652, 1.854, -5.141], [2.446, 2.608, -5.988], [3.581, 2.051, -6.561], [3.907, 0.733, -6.279], [3.107, -0.022, -5.433], [1.119, -2.100, -4.033], [2.296, -2.773, -3.692], [2.437, -4.131, -3.925], [1.391, -4.854, -4.482], [0.212, -4.205, -4.807], [0.079, -2.841, -4.587], [-2.920, 0.612, -0.129], [-3.922, 1.585, -0.169], [-5.034, 1.551, 0.661], [-5.181, 0.528, 1.584], [-4.224, -0.475, 1.652], [-3.126, -0.432, 0.813], [-1.851, -1.701, 0.548], [-2.761, -2.517, -0.851], [-3.903, -3.227, -0.460], [-4.733, -3.806, -1.399], [-4.433, -3.704, -2.753], [-3.291, -3.031, -3.144], [-2.460, -2.445, -2.193], [-1.553, -3.221, 1.513], [-1.124, -4.331, 0.773], [-0.600, -5.436, 1.424], [-0.508, -5.465, 2.808], [-0.948, -4.378, 3.542], [-1.464, -3.263, 2.901], [-1.626, 2.955, -2.522], [-0.064, 2.973, -1.706], [-1.515, 3.357, -0.800], [-3.712, 0.889, -2.695], [-4.348, 0.924, -5.042], [-2.639, 0.479, -6.805], [-0.331, -0.064, -6.125], [0.773, 2.308, -4.694], [2.179, 3.636, -6.198], [4.211, 2.642, -7.214], [4.792, 0.286, -6.714], [3.382, -1.049, -5.232], [3.100, -2.231, -3.210], [3.361, -4.625, -3.651], [1.489, -5.920, -4.645], [-0.617, -4.762, -5.228], [-0.849, -2.355, -4.844], [-3.811, 2.423, -0.851], [-5.778, 2.335, 0.597], [-6.034, 0.509, 2.251], [-4.327, -1.280, 2.370], [-4.148, -3.325, 0.591], [-5.619, -4.340, -1.075], [-5.084, -4.155, -3.491], [-3.031, -2.962, -4.192], [-1.565, -1.945, -2.512], [-1.152, -4.336, -0.309], [-0.253, -6.275, 0.833], [-0.082, -6.326, 3.307], [-0.875, -4.375, 4.622], [-1.781, -2.425, 3.496], [0.570, 4.422, 1.510], [0.693, 3.071, 1.274], [-0.697, 2.071, 1.423], [1.853, 2.623, 0.924], [1.899, 1.254, 0.802], [2.010, 0.813, -0.489], [2.872, -0.383, -0.746], [4.223, -0.284, -1.037], [5.001, -1.428, -1.134], [4.424, -2.676, -0.921], [3.065, -2.792, -0.671], [2.289, -1.642, -0.629], [0.943, -1.691, -0.483], [-0.240, 4.695, 2.041], [1.433, 4.872, 1.773], [2.120, 1.688, -1.132], [4.677, 0.693, -1.149], [6.061, -1.344, -1.334], [5.040, -3.566, -0.944], [2.591, -3.751, -0.509], [3.080, -1.812, 4.181], [2.898, -0.617, 2.918], [4.343, -0.331, 2.242], [1.649, -1.288, 1.971], [2.183, 0.952, 3.813], [3.107, 1.970, 4.011], [2.723, 3.173, 4.593], [1.404, 3.373, 4.967], [0.468, 2.364, 4.770], [0.862, 1.167, 4.197], [-0.346, -0.132, 4.087], [0.331, -1.298, 4.615], [-1.550, 0.254, 4.774], [-0.673, -0.282, 2.623], [2.183, -2.059, 4.458], [4.128, 1.814, 3.684], [3.457, 3.954, 4.749], [1.097, 4.312, 5.410], [-0.567, 2.489, 5.058]],
  "lowdin_charge": [1.369, -0.233, 0.544, -0.315, -0.110, -0.082, -0.086, -0.115, -0.401, 1.157, -0.354, -0.107, -0.093, -0.106, -0.093, -0.084, -0.327, -0.119, -0.078, -0.095, -0.087, -0.093, -0.331, -0.121, -0.083, -0.082, -0.077, -0.370, 1.058, -0.317, -0.092, -0.082, -0.089, -0.069, -0.077, -0.328, -0.087, -0.082, -0.086, -0.070, -0.083, 0.026, 0.023, -0.002, 0.089, 0.099, 0.097, 0.111, 0.104, 0.099, 0.094, 0.098, 0.089, 0.086, 0.104, 0.096, 0.099, 0.077, 0.098, 0.098, 0.099, 0.110, 0.108, 0.100, 0.098, 0.099, 0.073, 0.107, 0.100, 0.098, 0.109, 0.085, 0.076, -0.810, 0.779, 0.014, -0.197, -0.244, -0.230, -0.037, -0.096, -0.094, -0.030, -0.407, -0.332, 0.073, 0.087, 0.117, 0.119, 0.094, 0.099, 0.122, -0.238, 0.900, -0.429, -0.536, -0.239, -0.087, -0.082, -0.086, -0.075, -0.293, 0.483, -0.313, -0.293, -0.630, 0.009, 0.102, 0.099, 0.099, 0.110]
}

=====

Record 3
{
  "formula": "C5H13NS",
  "method": "the ωB97M-V functional and the def2-TZVPD basis",
  "spin_multiplicity": 1,
  "lumo_ev": 0.98,
  "smiles": "CCN[C@@H](C)CS",
  "de_lowest_kcal_mol": 15.7,
  "gap_ev": 9.632,
  "homo_energy_ev": -8.657,
  "symbols": ["C", "C", "N", "C", "C", "C", "S", "H", "H", "H", "H", "H", "H", "H", "H", "H", "H", "H", "H", "H"],
  "xyz": [[-0.466, -1.079, 2.015], [-1.583, -0.495, 1.153], [-1.105, 0.496, 0.157], [0.271, 0.432, -0.302], [0.696, -0.895, -0.957], [0.501, 1.596, -1.301], [2.197, 2.234, -1.237], [0.039, -1.897, 1.507], [0.175, -0.289, 2.428], [-0.910, -1.479, 2.934], [-2.216, 0.060, 1.855], [-2.038, -1.349, 0.673], [-1.721, 0.530, -0.640], [0.966, 0.680, 0.489], [0.267, -1.722, -0.389], [0.295, -0.930, -1.984], [1.791, -1.009, -0.980], [0.279, 1.291, -2.328], [-0.156, 2.383, -0.918], [2.720, 1.441, -2.176]],
  "lowdin_charge": [-0.112, -0.257, -0.054, -0.506, -0.060, -0.537, 0.710, 0.057, 0.082, 0.072, 0.106, 0.101, 0.104, 0.095, 0.048, 0.081, 0.082, 0.072, 0.071, -0.154]
}

=====

Record 4
{
  "formula": "C38H47KN6O6S6",
  "method": "the ωB97M-V functional and the def2-TZVPD basis",
  "spin_multiplicity": 1,
  "lumo_ev": 3.54,
  "de_lowest_kcal_mol": 0.0,
  "gap_ev": 5.179,
  "homo_energy_ev": -1.642,
  "total_charge": -2,
  "symbols": ["K", "C", "N", "C", "C", "O", "C", "O", "C", "C", "O", "N", "C", "C", "H", "H", "H", "H", "H", "H", "H", "H", "H", "H", "H", "H", "H", "H", "H", "H", "S", "C", "C", "C", "C", "N", "C", "C", "C", "S", "C", "N", "H", "H", "O", "C", "C", "C", "C", "C", "S", "C", "C", "C", "C", "S", "C", "C", "C", "C", "S", "H", "H", "H", "H", "H", "H", "H", "H", "H", "C", "S", "C", "O", "H", "H", "H", "H", "H", "H", "C", "N", "C", "C", "C", "O", "H", "H", "H", "H", "H", "H", "H", "H", "H", "C", "C", "C", "N", "H", "H", "H", "H", "H"],
  "xyz": [[-0.103, -0.553, 0.100], [3.365, -0.434, -3.836], [3.768, -0.366, -2.443], [5.141, -0.695, -2.119], [2.846, -0.051, -1.501], [1.671, 0.144, -1.769], [3.338, 0.064, -0.059], [2.365, 0.793, 0.665], [2.840, 1.755, 1.551], [3.431, 1.154, 2.827], [3.747, -0.020, 2.875], [3.620, 2.018, 3.867], [3.949, 1.471, 5.167], [3.119, 3.384, 3.858], [3.687, -1.378, -4.275], [3.811, 0.389, -4.405], [2.282, -0.358, -3.891], [5.519, -1.393, -2.865], [5.209, -1.192, -1.152], [5.790, 0.189, -2.110], [4.306, 0.572, -0.011], [3.441, -0.942, 0.366], [1.988, 2.390, 1.793], [3.606, 2.392, 1.077], [4.268, 0.441, 5.041], [3.077, 1.496, 5.827], [4.754, 2.051, 5.626], [2.050, 3.426, 4.081], [3.307, 3.860, 2.897], [3.669, 3.950, 4.612], [1.652, -3.122, 0.735], [1.668, -3.410, -0.978], [2.909, -3.640, -1.592], [3.063, -3.872, -2.953], [4.373, -4.067, -3.491], [5.445, -4.199, -3.898], [1.922, -3.873, -3.773], [0.680, -3.669, -3.186], [0.496, -3.451, -1.812], [-1.132, -3.284, -1.224], [2.023, -4.064, -5.187], [2.101, -4.207, -6.328], [3.787, -3.644, -0.958], [-0.204, -3.692, -3.811], [-1.683, 1.176, -0.517], [-1.860, 1.971, -1.599], [-1.270, 1.330, -2.871], [-1.202, -0.001, -3.144], [-0.585, -0.284, -4.395], [-0.196, 0.841, -5.054], [-0.572, 2.250, -4.153], [-3.355, 2.256, -1.851], [-4.318, 2.345, -0.893], [-5.615, 2.604, -1.417], [-5.613, 2.713, -2.774], [-4.036, 2.499, -3.413], [-1.163, 3.326, -1.389], [-1.604, 4.604, -1.558], [-0.631, 5.583, -1.201], [0.533, 5.016, -0.779], [0.451, 3.304, -0.792], [-1.535, -0.776, -2.466], [-0.416, -1.286, -4.763], [0.312, 0.912, -6.003], [-4.106, 2.176, 0.152], [-6.507, 2.678, -0.809], [-6.454, 2.886, -3.426], [-2.598, 4.833, -1.917], [-0.792, 6.651, -1.257], [1.430, 5.521, -0.453], [-1.732, 3.314, 1.956], [-0.680, 2.050, 2.652], [-1.992, 0.903, 3.069], [-0.141, 2.602, 3.941], [-2.458, 3.619, 2.711], [-2.196, 2.884, 1.070], [-1.098, 4.151, 1.666], [-2.448, 0.562, 2.137], [-2.729, 1.408, 3.694], [-1.551, 0.075, 3.624], [-1.595, -3.826, 2.410], [-1.945, -2.981, 3.546], [-3.318, -2.525, 3.598], [-1.039, -2.493, 4.430], [0.401, -2.905, 4.230], [-1.361, -1.745, 5.352], [-2.447, -4.470, 2.186], [-0.739, -4.457, 2.631], [-1.351, -3.260, 1.509], [-3.997, -3.378, 3.680], [-3.580, -1.969, 2.694], [-3.444, -1.877, 4.460], [0.531, -3.962, 4.473], [1.013, -2.308, 4.899], [0.732, -2.772, 3.199], [-4.396, -2.505, -0.909], [-4.256, -1.003, -0.665], [-4.880, -0.595, 0.594], [-5.380, -0.275, 1.579], [-3.889, -2.771, -1.835], [-5.446, -2.797, -0.967], [-3.917, -3.074, -0.112], [-4.723, -0.419, -1.462], [-3.207, -0.689, -0.639]],
  "lowdin_charge": [0.540, -0.018, -0.127, -0.052, -0.415, -0.003, -0.126, -0.180, -0.154, -0.414, 0.078, -0.147, -0.050, -0.057, 0.076, 0.091, 0.074, 0.075, 0.087, 0.086, 0.127, 0.094, 0.083, 0.141, 0.080, 0.096, 0.080, 0.069, 0.082, 0.083, 0.498, -0.744, -0.105, -0.236, -0.221, 0.128, -0.229, -0.101, -0.733, 0.510, -0.211, 0.122, 0.096, 0.094, -0.349, -0.659, -0.488, -0.124, -0.177, -0.429, 1.008, -0.452, -0.144, -0.196, -0.440, 1.031, -0.482, -0.131, -0.199, -0.422, 1.077, 0.061, 0.097, 0.055, 0.101, 0.094, 0.047, 0.105, 0.088, 0.053, -0.250, 0.817, -0.233, -0.559, 0.062, 0.021, 0.043, 0.042, 0.068, 0.037, -0.069, -0.148, -0.051, -0.525, -0.005, -0.009, 0.085, 0.072, 0.005, 0.085, 0.061, 0.080, 0.086, 0.080, 0.008, -0.126, -0.219, -0.252, 0.140, 0.040, 0.071, 0.051, 0.114, 0.085]
}

=====

Record 5
{
  "formula": "C2H8O3",
  "method": "the ωB97M-V functional and the def2-TZVPD basis",
  "spin_multiplicity": 1,
  "lumo_ev": -4.95,
  "de_lowest_kcal_mol": 223.4,
  "gap_ev": 2.780,
  "homo_energy_ev": -7.726,
  "symbols": ["C", "C", "O", "H", "H", "H", "H", "H", "H", "O", "H", "H", "O"],
  "xyz": [[-3.240, 1.441, -0.046], [-2.238, 0.635, -0.430], [-0.990, 0.827, -0.193], [-4.175, 1.235, -0.555], [-2.786, 1.978, 0.787], [-0.220, -0.228, 1.891], [0.141, 0.412, 1.984], [-0.614, -0.007, -0.585], [2.536, -0.245, -1.564], [2.175, -0.960, -1.033], [3.400, -2.059, 1.535], [2.631, -1.245, 0.018], [2.858, -1.350, 1.184]],
  "lowdin_charge": [0.106, -0.043, 0.084, 0.087, 0.115, 0.051, 0.058, 0.151, -0.024, -0.225, -0.030, -0.086, -0.243]
}

=====

Record 6
{
  "formula": "C4H9N3S",
  "method": "the ωB97M-V functional and the def2-TZVPD basis",
  "spin_multiplicity": 1,
  "lumo_ev": 0.94,
  "smiles": "[H]/N=C(/N(C)S)N1CC1",
  "de_lowest_kcal_mol": 45.0,
  "gap_ev": 9.872,
  "homo_energy_ev": -8.932,
  "symbols": ["H", "N", "C", "N", "C", "S", "N", "C", "C", "H", "H", "H", "H", "H", "H", "H", "H"],
  "xyz": [[-0.415, -2.427, -0.507], [0.481, -1.956, -0.334], [0.271, -0.715, -0.175], [1.313, 0.164, 0.141], [1.354, 1.480, -0.498], [2.822, -0.521, 0.522], [-0.975, -0.044, -0.332], [-1.593, 0.571, 0.823], [-2.169, -0.663, 0.197], [1.750, 1.406, -1.491], [1.984, 2.132, 0.087], [0.368, 1.930, -0.564], [3.063, -1.175, -0.629], [-1.080, 0.438, 1.774], [-2.061, 1.552, 0.623], [-3.061, -0.580, -0.402], [-2.050, -1.593, 0.766]],
  "lowdin_charge": [0.050, 0.124, -0.546, -0.513, -0.127, 0.789, -0.060, -0.118, -0.122, 0.074, 0.068, 0.073, -0.131, 0.115, 0.112, 0.101, 0.111]
}

=====

Record 7
{
  "formula": "C4H8OS",
  "method": "the ωB97M-V functional and the def2-TZVPD basis",
  "spin_multiplicity": 1,
  "lumo_ev": 0.49,
  "de_lowest_kcal_mol": 104.2,
  "gap_ev": 9.293,
  "homo_energy_ev": -8.807,
  "symbols": ["C", "C", "C", "C", "O", "S", "H", "H", "H", "H", "H", "H", "H", "H"],
  "xyz": [[-2.407, -0.137, -0.496], [-0.997, 0.174, -0.781], [-3.045, 0.676, 0.580], [3.048, -0.704, 0.014], [-1.291, -0.930, -0.181], [4.011, 0.522, -0.887], [-3.120, -0.708, -1.215], [4.966, 0.960, 0.013], [-3.771, 0.099, 1.188], [-3.564, 1.672, 0.144], [-2.169, 1.108, 1.164], [3.639, -1.392, 0.562], [2.349, -1.032, -0.824], [2.352, -0.309, 0.718]],
  "lowdin_charge": [-0.436, 0.076, -0.089, -0.515, 0.006, 0.594, 0.159, -0.147, 0.076, 0.130, 0.089, 0.010, 0.045, 0.003]
}

=====

Record 8
{
  "formula": "C14H24BrF9NO9S3Ti",
  "method": "the ωB97M-V functional and the def2-TZVPD basis",
  "spin_multiplicity": 4,
  "lumo_ev": [4.17, 4.10],
  "de_lowest_kcal_mol": 65.1,
  "gap_ev": [2.659, 8.256],
  "homo_energy_ev": [1.515, -4.154],
  "total_charge": -2,
  "symbols": ["Ti", "Br", "C", "C", "C", "C", "N", "C", "C", "C", "C", "C", "C", "C", "H", "H", "H", "H", "H", "H", "H", "H", "H", "H", "H", "H", "H", "H", "H", "H", "H", "H", "H", "H", "H", "H", "H", "H", "C", "F", "F", "F", "S", "O", "O", "O", "C", "F", "F", "F", "S", "O", "O", "O", "C", "F", "F", "F", "S", "O", "O", "O"],
  "xyz": [[-0.539, 0.780, 3.627], [-0.065, 0.998, 6.230], [3.622, 0.967, -4.669], [2.079, 0.807, -4.526], [1.808, 0.290, -3.108], [0.361, 0.018, -2.852], [-0.016, -0.319, -1.382], [-1.526, -0.505, -1.224], [-2.160, 0.794, -0.679], [-1.089, 1.413, 0.111], [0.167, 1.024, -0.619], [0.808, -1.463, -0.731], [0.747, -2.738, -1.513], [1.439, -3.877, -0.768], [4.186, 1.514, -3.913], [3.938, 1.452, -5.592], [4.138, 0.018, -4.817], [1.582, 0.226, -5.303], [1.710, 1.822, -4.676], [2.291, 0.939, -2.377], [2.345, -0.658, -3.070], [0.054, -0.836, -3.456], [-0.299, 0.826, -3.165], [-1.762, -1.400, -0.649], [-1.859, -0.716, -2.240], [-3.069, 0.580, -0.117], [-2.387, 1.388, -1.564], [-1.073, 1.174, 1.174], [-1.107, 2.502, 0.072], [1.014, 0.897, 0.056], [0.607, 1.839, -1.194], [0.334, -1.536, 0.247], [1.798, -1.033, -0.574], [1.224, -2.736, -2.493], [-0.270, -3.077, -1.710], [1.518, -4.759, -1.404], [0.726, -3.952, 0.053], [2.416, -3.456, -0.533], [-2.399, -3.970, 2.254], [-2.319, -5.131, 2.872], [-2.166, -4.006, 0.978], [-3.614, -3.352, 2.409], [-1.023, -2.850, 3.104], [0.215, -3.525, 2.925], [-0.988, -1.455, 2.536], [-1.534, -2.843, 4.439], [3.389, 2.482, 1.127], [2.533, 3.101, 0.328], [3.642, 1.392, 0.483], [4.518, 3.136, 1.255], [2.508, 2.150, 2.827], [1.095, 1.787, 2.564], [3.257, 1.048, 3.333], [2.531, 3.398, 3.583], [-4.570, 2.352, 1.942], [-4.940, 1.166, 1.540], [-3.803, 2.887, 1.027], [-5.660, 3.152, 1.890], [-3.704, 2.483, 3.714], [-3.725, 3.873, 4.124], [-4.573, 1.644, 4.560], [-2.359, 1.875, 3.533]],
  "lowdin_charge": [0.697, -0.189, -0.155, -0.323, -0.237, -0.228, -0.147, -0.107, -0.157, -0.176, -0.106, -0.094, -0.315, -0.089, 0.067, 0.049, 0.053, 0.054, 0.078, 0.110, 0.102, 0.043, 0.090, 0.124, 0.069, 0.111, 0.102, 0.074, 0.131, 0.098, 0.120, 0.122, 0.133, 0.068, 0.092, 0.068, 0.067, 0.080, -0.652, 0.151, 0.136, 0.095, 0.476, -0.305, -0.430, -0.311, -0.713, 0.114, 0.152, 0.162, 0.511, -0.448, -0.292, -0.307, -0.661, 0.157, 0.128, 0.095, 0.563, -0.301, -0.332, -0.464]
}